1.
DFT (ωB97M-V/def2-TZVPD) results for a 3-piece molecular cluster, C5H18N3O2 overall.

```
! RIJCOSX wB97M-V def2-TZVPD def2/J DEFGRID3
* xyz 1 1
C -0.85435 -2.37788 2.15444
C -0.62667 -1.57057 0.88793
C -0.91912 -0.07645 1.12725
C -0.99072 0.71328 -0.13882
C -2.08182 1.20116 -0.71457
N -2.08837 1.94245 -1.91254
N 0.31839 0.76450 -0.83613
N 0.67101 -1.77397 0.25017
H -1.90677 -2.64034 2.27980
H -0.26537 -3.29382 2.18826
H -0.64780 -1.90882 3.11142
H -1.33508 -1.90305 0.12621
H -1.77392 0.00853 1.79093
H -0.12292 0.37708 1.73731
H -3.02110 1.36767 -0.20097
H -2.92791 1.95933 -2.46545
H -1.23734 1.73943 -2.40880
H 0.48550 1.63644 -1.36381
H 0.24271 0.11927 -1.62250
H 1.09456 0.51399 -0.24170
H 1.46721 -1.78284 0.86563
H 0.68296 -2.61447 -0.30274
H 4.24487 0.21875 2.18133
H 3.97597 -0.91254 1.24452
O 3.70760 -0.00096 1.40994
H 1.16076 2.81231 -3.82523
H 1.56170 3.07854 -2.37024
O 1.18602 2.40294 -2.95163
*
```

For the total energy, the calculation gives -14035.92356 eV. For the molar mass, the calculation gives 152.22 g/mol.

***

2.
DFT (ωB97M-V/def2-TZVPD) results for a 3-piece molecular cluster, C5H18NO2 overall.

```
! RIJCOSX wB97M-V def2-TZVPD def2/J DEFGRID3
* xyz 0 2
C 0.51629 0.78205 -0.23750
C -0.69110 1.00444 0.66666
C -1.94418 1.48856 -0.10517
C -2.81582 0.31261 -0.55115
C -3.48240 -0.44562 0.61580
N 0.91301 -0.64403 -0.35924
H 1.34571 1.42457 0.04348
H 0.30525 1.16856 -1.23161
H -0.89958 0.16166 1.32160
H -0.50105 1.81440 1.37057
H -2.54636 2.16915 0.48832
H -1.60619 1.99888 -1.00755
H -3.69862 0.64635 -1.11035
H -2.28295 -0.37956 -1.20470
H -4.33077 0.08589 1.05444
H -2.84810 -0.41073 1.51422
H -3.69018 -1.48357 0.37500
H 1.73237 -0.92914 0.19740
H 0.13457 -1.22834 -0.05012
H 1.09460 -0.89619 -1.38175
H 4.84198 0.80676 -0.76351
H 3.60144 0.97991 -1.60133
O 3.90838 0.88968 -0.69201
H 1.98962 -3.21006 1.56838
H 3.00043 -2.97740 0.45501
O 2.14845 -2.65777 0.79019
*
```

For the total energy, the calculation gives -11058.65626 eV. For the molar mass, the calculation gives 124.20 g/mol.

***

3.
DFT (ωB97M-V/def2-TZVPD) results for a 5-piece molecular cluster, C5H18NO6 overall.

```
! RIJCOSX wB97M-V def2-TZVPD def2/J DEFGRID3
* xyz -1 1
C -1.55721 -2.25019 -1.01925
N -1.37346 -0.87944 -1.14074
C -0.60264 -0.43382 -2.47815
C -2.73799 -0.08468 0.76923
C -1.47423 0.05975 -0.01236
C -0.24200 -0.11275 1.03670
O 0.87843 0.40011 0.33864
O -1.82786 -2.56533 0.12723
H -1.49840 -2.86255 -1.97431
H 0.17691 -1.23504 -3.00983
H -1.34090 0.08357 -3.05181
H -0.00379 0.43012 -2.09559
H -2.56324 -0.41900 1.87445
H -3.24829 -1.02612 0.57503
H -3.43932 0.80131 0.67539
H -1.46429 1.09699 -0.36869
H -0.38398 0.45965 1.94038
H -0.27523 -1.15073 1.30687
H 2.51091 -1.72100 -2.02538
H 2.20871 -0.32810 -1.79763
O 2.41256 -0.90570 -2.53435
H 3.62999 -0.23970 0.96346
H 2.01521 -0.34779 0.41979
O 3.01700 -0.62966 0.39355
H 0.66479 1.00916 3.09743
H 1.19522 2.36003 2.69718
O 0.64093 1.90093 3.43250
H 1.55575 2.04717 0.54773
H 1.56978 3.59954 0.31896
O 1.55665 2.94327 0.99357
*
```

For the total energy, the calculation gives -19251.46229 eV. For the molar mass, the calculation gives 188.20 g/mol.

***

4.
DFT (ωB97M-V/def2-TZVPD) results for a 5-piece molecular cluster, C5H18NO6 overall.

```
! RIJCOSX wB97M-V def2-TZVPD def2/J DEFGRID3
* xyz -1 1
C -2.68372 -1.43908 1.18008
C -1.79766 -1.77754 2.36887
C -1.90210 -0.49024 0.26500
N -0.84854 -0.76482 -0.52934
C 0.09188 -1.83700 -0.31552
C 1.38500 -1.47794 -1.16345
O 1.22420 -0.21624 -1.73746
O -2.38582 0.70169 0.27960
H -3.68514 -0.92016 1.38569
H -3.07150 -2.44808 0.89593
H -2.15004 -1.12317 3.19355
H -0.70206 -1.70918 2.21924
H -2.04737 -2.76133 2.90038
H -0.15965 -0.05976 -1.24616
H 0.40892 -1.82601 0.76894
H -0.39645 -2.84026 -0.76707
H 1.50112 -2.25978 -2.00701
H 2.35876 -1.61769 -0.57761
H 3.68985 1.31370 -1.99000
H 2.49737 0.35487 -2.42671
O 3.23874 1.11529 -2.76881
H -1.80486 2.63717 -0.91202
H -1.08469 3.22512 -2.16601
O -1.44351 3.41168 -1.30414
H 1.89549 0.84351 0.51189
H 3.49025 0.76750 0.55213
O 2.65628 0.62565 1.01040
H -0.08341 3.79651 0.66302
H 1.03150 2.93324 0.77256
O 0.77717 3.84238 0.94402
*
```

For the total energy, the calculation gives -19251.78169 eV. For the molar mass, the calculation gives 188.20 g/mol.

***

5.
DFT (ωB97M-V/def2-TZVPD) results for a 4-piece molecular cluster, C5H18O3 overall.

```
! RIJCOSX wB97M-V def2-TZVPD def2/J DEFGRID3
* xyz 0 1
C -0.16363 -1.13143 1.80640
C -0.81811 -0.47642 0.57907
C -1.37065 0.92909 0.87179
C -2.16740 1.29357 -0.41730
C -0.25412 1.96138 1.03863
H -0.65723 -2.10314 1.91669
H 0.90632 -1.28631 1.81474
H -0.33294 -0.67966 2.78814
H -0.16224 -0.51482 -0.29636
H -1.64338 -1.11322 0.24204
H -1.93885 0.85362 1.79614
H -3.21162 0.99411 -0.32484
H -1.73650 0.76880 -1.26644
H -2.10281 2.35765 -0.64256
H -0.67219 2.78995 1.62350
H 0.10568 2.47389 0.14659
H 0.60343 1.56235 1.58040
H 1.58023 0.37560 -2.64720
H 0.50206 1.23195 -3.31009
O 1.14722 1.25457 -2.59715
H 1.93351 -2.00879 0.74899
H 1.03476 -2.94093 -0.12177
O 1.93935 -2.75379 0.14095
H 2.00612 -1.87617 -1.68284
H 3.11205 -0.84643 -1.62324
O 2.36092 -1.11542 -2.16427
*
```

For the total energy, the calculation gives -11619.18009 eV. For the molar mass, the calculation gives 126.20 g/mol.

***

6.
DFT (ωB97M-V/def2-TZVPD) results for a 4-piece molecular cluster, C5H18O3 overall.

```
! RIJCOSX wB97M-V def2-TZVPD def2/J DEFGRID3
* xyz 1 2
C 0.72922 -1.95116 0.27339
C 0.64161 -1.00050 1.44886
C -0.28672 0.17955 0.97794
C -1.82264 0.04148 1.24283
C -2.61265 -0.29355 0.02048
H 0.67940 -1.36419 -0.58463
H -0.09220 -2.49924 0.26371
H 1.62531 -2.59446 0.32143
H 1.61275 -0.58358 1.70620
H 0.36412 -1.42131 2.40671
H 0.11641 1.20862 1.27487
H 0.14988 0.22354 0.00015
H -2.01765 -0.79177 2.01001
H -2.06457 0.92886 1.85813
H -3.64124 -0.75883 0.06900
H -2.95042 0.63629 -0.48002
H -2.02389 -0.94973 -0.67995
H 5.33889 -2.44443 0.37706
H 4.73101 -1.45199 -0.70575
O 5.56340 -1.91665 -0.49442
H 2.80855 4.16031 -0.09025
H 3.48141 3.19984 0.81609
O 2.70391 3.52928 0.54482
H -4.19263 1.92948 -4.90362
H -4.55333 2.36718 -3.57369
O -4.28792 1.61696 -4.09935
*
```

For the total energy, the calculation gives -11606.64021 eV. For the molar mass, the calculation gives 126.20 g/mol.

***

7.
DFT (ωB97M-V/def2-TZVPD) results for C5H19AsF6O4 as an isolated structure.

```
! RIJCOSX wB97M-V def2-TZVPD def2/J DEFGRID3
* xyz 1 2
O 0.76733 -0.90640 -0.02294
H 1.46859 -0.35868 -0.38327
H 0.15907 -0.40370 0.52378
H 0.39153 -1.37711 -0.77048
As 0.06945 1.75444 -2.44873
F 0.63842 0.03675 -2.60411
F 1.28637 2.18227 -3.68641
F -0.44148 3.52313 -2.41974
F -1.13761 1.18333 -1.23773
F 1.14649 2.07313 -1.05424
F -1.16471 1.51481 -3.72138
C -1.04290 1.95849 2.57310
C -1.05960 0.44617 2.73207
C -2.29019 -0.02321 3.57971
O -1.16410 -0.13755 1.53509
H -1.98968 2.31607 2.16829
H -0.27831 2.29646 1.87363
H -0.88942 2.39866 3.55838
H -0.10930 0.08696 3.12703
H -2.43516 0.56629 4.48502
H -2.24300 -1.06619 3.89289
H -3.10157 0.09999 2.86238
H -2.10129 -0.22099 1.34451
C -1.54740 -2.33744 -2.15689
O -0.31587 -2.77723 -1.67281
H -2.00559 -2.93170 -2.94748
H -2.33826 -2.30918 -1.40733
H -1.35181 -1.33775 -2.54479
H -0.21771 -3.65281 -2.05401
C 3.97417 -0.63598 -0.23411
O 3.09775 -0.06879 -1.09248
H 4.94584 -0.65170 -0.72778
H 4.08675 -0.04153 0.67257
H 3.60083 -1.63234 0.00250
H 3.59238 0.43333 -1.74425
*
```

For the total energy, the calculation gives -90816.92361 eV. For the molar mass, the calculation gives 332.11 g/mol.

***

8.
DFT (ωB97M-V/def2-TZVPD) results for a 5-piece molecular cluster, C5H19NO4 overall.

```
! RIJCOSX wB97M-V def2-TZVPD def2/J DEFGRID3
* xyz 1 2
C 0.13043 1.78096 -0.86532
C -0.85668 0.90163 -0.14991
C -0.92070 -0.45867 -0.95225
C -1.84329 -2.65224 -0.14388
C -2.00561 -1.35907 -0.58117
N -0.21357 2.26269 -2.23294
H 0.34940 2.70366 -0.32477
H 1.12760 1.36172 -0.95900
H -1.83730 1.33515 0.05262
H -0.52476 0.66960 0.85872
H -1.21586 -0.11490 -1.95836
H 0.03434 -0.97854 -0.92258
H -2.65011 -3.20652 0.32643
H -0.96364 -3.24707 -0.37861
H -2.98841 -0.91354 -0.58149
H -0.61788 3.18437 -2.11486
H -0.94490 1.68484 -2.62846
H 3.58644 1.32506 -0.89622
H 2.92116 0.35454 -0.01489
O 3.80452 0.65633 -0.24762
H 2.48224 -1.24915 -2.77109
H 2.93851 -1.54577 -1.28373
O 2.18641 -1.41924 -1.87309
H -0.96586 1.63249 3.49911
H -0.10305 0.39784 3.71657
O -0.06727 1.34557 3.59648
H -1.59313 -2.13519 2.32216
H -1.04401 -0.59085 2.28408
O -1.43200 -1.30440 2.74165
*
```

For the total energy, the calculation gives -15162.53739 eV. For the molar mass, the calculation gives 157.21 g/mol.

***

9.
DFT (ωB97M-V/def2-TZVPD) results for a 5-piece molecular cluster, C5H19NO5 overall.

```
! RIJCOSX wB97M-V def2-TZVPD def2/J DEFGRID3
* xyz 0 1
C 0.74471 -2.35501 -0.27594
C 1.36527 -1.62357 0.91006
N 0.93071 -0.28598 1.12487
C 1.34450 0.74257 0.17094
C 0.42530 1.99026 0.25423
C 1.20630 0.18742 2.52442
O 1.81945 -2.25810 1.83618
H -0.32423 -2.11615 -0.31127
H 1.34789 -2.24418 -1.19927
H 0.89583 -3.45977 -0.18453
H 2.38017 1.11470 0.38169
H 1.36367 0.47664 -0.90310
H -0.65992 1.91480 0.09234
H 0.47480 2.35816 1.28890
H 0.87942 2.67918 -0.48390
H 1.23604 -0.62622 3.27034
H 0.38811 0.85671 2.76170
H 2.15639 0.68541 2.42215
H -3.82706 -0.41461 -0.89599
H -2.65959 -0.26169 0.15748
O -3.22115 0.21942 -0.50125
H -1.83453 0.32621 -1.70764
H -2.13939 0.16101 -3.24848
O -1.44826 0.29682 -2.60102
H 1.62786 1.23385 -3.71166
H 0.31807 0.52047 -3.14849
O 0.76274 0.87160 -3.93441
H -2.44802 -0.08165 2.44843
H -1.10429 -0.28998 1.66805
O -2.00079 -0.61832 1.79515
*
```

For the total energy, the calculation gives -17220.47977 eV. For the molar mass, the calculation gives 173.21 g/mol.

***

10.
DFT (ωB97M-V/def2-TZVPD) results for C5H20FNiO5 as an isolated structure.

```
! RIJCOSX wB97M-V def2-TZVPD def2/J DEFGRID3
* xyz 1 3
Ni -2.86831 -2.36627 -0.30962
F -0.11433 -1.13902 -0.67814
C 4.49130 -2.41019 -1.50809
O 3.32377 -2.83322 -2.08759
H 4.85865 -3.23089 -0.89196
H 5.20924 -2.24477 -2.31138
H 4.40323 -1.54837 -0.84656
H 2.60300 -2.47780 -1.56244
C 0.89262 2.10344 2.46344
O 1.50024 0.76583 2.57819
H 0.66315 2.52826 1.48621
H -0.05901 2.11513 2.99481
H 1.51556 2.85737 2.94473
H 1.15626 0.27632 1.82742
C -3.94776 2.33697 -0.64400
O -3.99847 0.94482 -0.17507
H -3.16694 2.96320 -0.21244
H -3.74466 2.29749 -1.71419
H -4.82308 2.95476 -0.44339
H -4.29910 1.13472 0.71664
C -1.43058 -2.75188 3.98519
O -2.29976 -2.22909 3.00946
H -1.86303 -3.49044 4.66017
H -0.43231 -3.05265 3.66723
H -1.39345 -1.85032 4.59669
H -2.76756 -1.47413 3.37388
C 1.24333 1.76445 -4.47144
O 0.67698 1.94389 -3.20911
H 2.30790 1.53767 -4.41353
H 0.89940 0.84121 -4.93776
H 1.06683 2.51267 -5.24416
H 0.39697 1.22080 -2.64311
*
```

For the total energy, the calculation gives -59490.64046 eV. For the molar mass, the calculation gives 237.90 g/mol.

***

11.
DFT (ωB97M-V/def2-TZVPD) results for C5H20FO5V as an isolated structure.

```
! RIJCOSX wB97M-V def2-TZVPD def2/J DEFGRID3
* xyz 2 5
V -0.45166 -2.05620 0.03483
F -0.11509 -0.08668 0.43816
C -3.31476 -1.20687 0.73622
O -2.50632 -1.78721 -0.34020
H -2.70345 -0.41191 1.16436
H -4.22758 -0.80128 0.31717
H -3.46283 -1.91842 1.54668
H -3.10645 -2.11665 -1.02067
C 2.50769 -2.01750 1.28224
O 1.65949 -2.57345 0.23687
H 2.56592 -2.73486 2.09894
H 3.50510 -1.80819 0.90219
H 2.07994 -1.08294 1.62935
H 2.15114 -3.27857 -0.20113
C -0.39559 2.90183 1.81545
O -1.26286 2.24557 0.94141
H 0.67243 2.80825 1.51262
H -0.65051 3.95796 1.83129
H -0.53816 2.45371 2.81578
H -0.94718 1.30611 0.88498
C 1.92651 2.25959 -0.78074
O 2.13339 1.56606 0.40890
H 2.01334 1.62788 -1.67738
H 0.90458 2.67361 -0.89221
H 2.58835 3.11640 -0.86933
H 1.34263 1.02679 0.58364
C -0.65092 -0.39839 -2.58076
O 0.05982 -1.51585 -1.97867
H -0.97433 -0.66578 -3.58568
H -1.54221 -0.13048 -2.02533
H 0.02958 0.44944 -2.59944
H 0.71001 -1.80199 -2.62955
*
```

For the total energy, the calculation gives -44133.23081 eV. For the molar mass, the calculation gives 230.15 g/mol.

***

12.
DFT (ωB97M-V/def2-TZVPD) results for C5H20FO5V as an isolated structure.

```
! RIJCOSX wB97M-V def2-TZVPD def2/J DEFGRID3
* xyz 2 5
V 1.59846 -2.28662 0.10613
F -0.04716 -1.24843 -0.57814
C -2.45024 -0.91676 -3.00684
O -1.06639 -0.77930 -3.10987
H -2.85635 -1.87902 -2.66390
H -2.71613 -0.14965 -2.23780
H -2.90797 -0.63033 -3.94987
H -0.67367 -0.91012 -2.19531
C 0.36285 2.34594 -1.51727
O 1.66621 2.90367 -1.34558
H 0.24390 1.96432 -2.53825
H 0.27759 1.51226 -0.80705
H -0.39254 3.08959 -1.28926
H 2.28699 2.23420 -1.64635
C 3.63766 -0.08764 1.08669
O 2.25128 -0.50086 1.09198
H 3.78741 0.83031 1.65563
H 4.23806 -0.79512 1.66960
H 4.09324 0.02351 0.10433
H 1.77946 0.20295 1.55347
C -2.17931 1.57370 0.78456
O -2.32128 0.56167 -0.20388
H -3.06798 1.61431 1.41812
H -1.33063 1.41818 1.45455
H -2.12110 2.56693 0.33601
H -1.49636 0.06832 -0.26025
C -0.30364 -1.81007 2.71463
O 0.62293 -2.65386 1.98004
H 0.09580 -1.57501 3.70138
H -0.62066 -0.89878 2.21772
H -1.20298 -2.40327 2.88995
H 0.81253 -3.38501 2.58483
*
```

For the total energy, the calculation gives -44131.08905 eV. For the molar mass, the calculation gives 230.15 g/mol.